ORCA calculation (the ωB97M-V functional and the def2-TZVPD basis) on C22H13AlCl5NO4 as an isolated structure.

XYZ file:
```
46
Properties=species:S:1:pos:R:3:forces:R:3
Al -0.454251 0.181580 -1.070104 0.130 -0.127 -0.011
Cl 5.375668 -1.797798 2.463649 -0.010 0.006 -0.015
C 4.070951 -1.463900 1.371270 -0.005 -0.005 0.005
C 4.239419 -1.744809 0.004638 -0.016 0.005 0.026
C 3.224428 -1.520198 -0.885918 0.013 -0.015 -0.022
Cl 3.420059 -1.915518 -2.551368 0.001 0.007 0.026
C 1.982251 -0.979436 -0.466592 0.006 -0.001 0.100
O 1.033607 -0.791881 -1.325282 -0.178 0.096 0.029
C 1.841983 -0.703595 0.920891 -0.209 0.057 -0.031
C 0.604087 -0.237308 1.449060 0.185 -0.119 -0.168
O -0.416864 0.054915 0.787507 0.041 0.050 -0.030
C 2.891984 -0.957105 1.827796 0.054 -0.022 0.027
H 5.176732 -2.153691 -0.347219 0.004 -0.002 0.000
H 0.527428 -0.138377 2.535539 -0.007 0.008 0.016
H 2.750424 -0.751287 2.881227 0.005 -0.001 -0.001
Cl -0.265399 1.607295 -4.412007 0.056 -0.164 -0.211
C -0.718883 2.758652 -3.279967 -0.360 0.198 -0.358
Cl -1.952138 2.778218 1.543331 0.714 -0.687 -0.060
Cl -4.035545 2.042071 -1.762957 0.244 -0.234 0.070
C 0.233893 2.731646 -2.175098 0.574 1.082 -0.388
O 1.066400 3.614085 -2.173960 -0.147 -0.139 -0.079
O 0.074188 1.841518 -1.267043 -0.212 -0.993 1.021
N -0.515406 -3.603926 -1.693575 0.029 -0.003 0.072
C -0.948901 -3.513361 -2.771266 -0.047 0.014 -0.197
C -0.024159 -3.701919 -0.401292 0.030 -0.030 0.052
C 1.263914 -4.181606 -0.191257 -0.004 0.005 0.030
C 1.739718 -4.294429 1.106000 0.029 -0.005 -0.066
C 0.940496 -3.930909 2.179732 -0.116 0.058 0.026
C -0.343157 -3.444360 1.956744 0.050 -0.017 -0.030
C -0.833404 -3.326397 0.663165 0.053 -0.006 0.102
C -3.763506 3.534751 -0.972266 -0.231 0.126 -0.947
C -4.225284 3.824568 0.278840 1.457 1.481 2.684
C -3.398885 3.694231 1.482326 -1.200 0.783 -1.388
C -3.462473 5.150909 0.692425 -0.975 -1.227 -0.192
C -2.800911 5.539423 -0.515466 -0.478 -0.955 -0.593
C -3.028264 4.596885 -1.524659 0.582 0.871 0.515
H 1.871180 -4.460884 -1.042089 -0.007 0.002 0.004
H 2.740080 -4.669686 1.276965 0.009 -0.004 0.001
H 1.317015 -4.027957 3.189685 -0.008 0.001 0.006
H -0.973239 -3.165186 2.791826 0.007 -0.003 -0.003
H -1.830752 -2.955972 0.469210 -0.010 0.002 -0.005
H -1.756626 -0.391361 -1.704021 0.057 0.038 0.049
H -3.810571 3.812431 2.475865 -0.095 0.184 -0.087
H -3.823919 5.909913 1.372114 -0.132 -0.123 0.045
H -2.399225 6.532698 -0.670236 0.152 -0.132 0.021
H -2.604161 4.617085 -2.516168 -0.036 -0.061 -0.046
```
Forces are in eV/Å.

Output
Energy above the lowest of the compared OMol25 structures with the same formula, charge and spin (eV): 8.5949
Total energy (eV): -101911.068
Kohn-Sham gap (eV): 7.240
Net charge: 0

These are the natural (NBO) partial charges, in e, on atoms 1 to 5: 1.760, 0.018, -0.073, -0.174, -0.095

ORCA calculation (the ωB97M-V functional and the def2-TZVPD basis) on an isolated ion of composition C3H5N2S and charge -1.

XYZ file:
```
11
Properties=species:S:1:pos:R:3:forces:R:3
C -0.657510 -1.167566 -0.298176 -1.125 -0.193 -0.259
C 0.563485 -1.580899 0.197375 -0.518 1.254 0.080
C -0.637891 1.275793 -0.011777 1.256 2.057 1.756
N -0.128548 0.131949 -0.590421 1.529 -2.995 -0.457
N 1.117411 -0.337732 0.034849 -1.788 0.437 -0.522
S 2.426055 0.674895 0.024433 1.803 0.223 0.226
H -1.743608 -1.364172 -0.348354 1.075 -0.360 0.160
H 1.059055 -2.394336 0.656691 0.214 -0.856 0.027
H -1.139459 1.086119 1.008319 0.313 0.557 -1.390
H 0.326969 1.928873 0.137145 -1.697 -0.781 0.001
H -1.185958 1.747077 -0.810084 -1.062 0.657 0.378
```
Forces are in eV/Å.

Output
Energy above the lowest of the compared OMol25 structures with the same formula, charge and spin (eV): 1.4513
Total energy (eV): -17004.425
Kohn-Sham gap (eV): 5.851
Net charge: -1

These are the natural (NBO) partial charges, in e, on atoms 1 to 5: -0.279, -0.096, -0.459, -0.292, -0.408

ORCA calculation (the ωB97M-V functional and the def2-TZVPD basis) on a 5-piece molecular cluster, C12H27N10O5 overall.

XYZ file:
```
54
Properties=species:S:1:pos:R:3:forces:R:3
N 6.736175 -1.382515 -2.798962 -0.589 0.970 0.428
C 6.585937 0.056512 -2.773119 0.739 0.310 -0.226
O 7.202377 0.784093 -3.514581 -0.827 -0.649 0.477
C 5.574859 0.627548 -1.756101 -0.116 0.294 -0.314
C 4.728500 1.776042 -2.377986 -0.147 -0.637 0.633
N 3.300157 1.332937 -2.411536 1.487 0.707 -0.217
C 2.773644 0.954043 -3.571819 0.183 0.028 -0.289
C 1.483614 0.520148 -3.608013 0.016 -0.099 -0.600
C 0.783970 0.474210 -2.426729 -1.383 -0.405 -0.238
C 1.343038 0.868526 -1.236050 -0.441 -0.130 0.838
C 2.629448 1.298507 -1.258781 0.293 0.154 0.357
H 5.951617 -1.716724 -3.362385 0.378 -0.270 -0.274
H 6.507310 -1.701794 -1.857650 0.103 -0.244 -0.103
H 4.919233 -0.181753 -1.429260 -0.039 0.133 0.044
H 6.049472 1.025502 -0.856324 0.385 -0.231 -0.181
H 5.061297 2.027270 -3.382061 -0.051 -0.017 0.038
H 4.749820 2.666179 -1.753296 0.091 0.026 -0.134
H 3.409327 1.002884 -4.443684 0.035 0.090 0.021
H 1.077791 0.241309 -4.569469 -0.220 -0.105 0.134
H -0.240729 0.125740 -2.442486 -0.020 0.055 0.143
H 0.827449 0.828293 -0.277629 -0.101 -0.079 -0.089
H 3.150515 1.601505 -0.360961 0.071 0.079 -0.083
C -0.229517 0.605732 2.823308 -0.349 0.101 0.268
O 0.665685 0.400290 2.004514 0.232 0.054 -0.297
N -1.516170 0.827838 2.441900 0.088 0.010 -0.341
N -0.000540 0.627586 4.160869 0.315 0.032 -0.195
H -2.258649 1.002568 3.090990 0.041 -0.012 0.061
H -1.725616 0.809163 1.454283 -0.158 -0.049 0.010
H 0.938847 0.463057 4.479089 -0.095 -0.115 0.213
H -0.715398 0.792568 4.842694 -0.003 -0.053 0.019
C -3.591843 0.019665 -1.016953 -0.252 -0.056 0.051
O -2.644403 0.575150 -0.465713 0.219 -0.061 -0.146
N -4.858255 0.086135 -0.539145 -0.147 0.052 0.143
N -3.457168 -0.713825 -2.158659 0.152 0.035 -0.064
H -5.641792 -0.366587 -0.984766 -0.049 -0.074 -0.147
H -5.007379 0.615441 0.299128 0.059 0.013 -0.007
H -2.540677 -0.794938 -2.550154 -0.002 -0.060 -0.014
H -4.226237 -1.170413 -2.615678 -0.062 0.039 0.062
C 2.500617 -1.556414 6.696265 0.040 -0.100 0.067
O 1.694709 -0.646895 6.581486 0.006 0.080 -0.167
N 3.640415 -1.627728 5.945076 0.002 0.068 -0.095
N 2.328591 -2.575617 7.585705 -0.094 0.006 0.043
H 4.313895 -2.365030 6.025283 -0.015 -0.010 0.035
H 3.798872 -0.893262 5.281928 0.010 0.006 0.017
H 1.502314 -2.553233 8.153703 0.008 0.006 0.002
H 2.976218 -3.331591 7.698326 0.021 0.016 -0.011
C -8.414015 -0.462446 -2.120634 -0.182 0.048 -0.057
O -7.397592 -1.135624 -2.243448 0.246 0.172 0.197
N -9.344214 -0.370061 -3.108945 0.065 -0.068 -0.100
N -8.697465 0.245162 -0.988333 0.152 -0.019 0.017
H -10.183851 0.171610 -3.033832 -0.002 -0.004 0.032
H -9.167213 -0.879487 -3.954776 -0.012 -0.004 0.007
H -8.036882 0.197331 -0.236725 -0.067 -0.018 0.051
H -9.524376 0.799234 -0.872107 -0.011 -0.010 -0.019
```
Forces are in eV/Å.

Output
Total energy (eV): -38019.012
Kohn-Sham gap (eV): 7.866
Net charge: +1

These are the natural (NBO) partial charges, in e, on atoms 1 to 5: -0.837, 0.691, -0.506, -0.545, -0.205

ORCA calculation (the ωB97M-V functional and the def2-TZVPD basis) on a 2-piece molecular cluster, C5H11N overall.

XYZ file:
```
17
Properties=species:S:1:pos:R:3:forces:R:3
C 1.820753 -1.159160 -0.352361 0.008 -0.093 -0.037
C 1.732123 0.264770 0.054339 0.289 0.153 -0.612
N 1.459643 0.581570 1.235019 -0.159 0.125 0.982
H 1.420733 1.581410 1.421769 0.086 0.044 -0.337
H 1.930153 0.986570 -0.754471 -0.090 0.075 0.198
H 2.779253 -1.354820 -0.826211 0.135 -0.066 -0.098
H 1.037233 -1.369730 -1.075501 -0.082 -0.105 -0.154
H 1.694423 -1.802100 0.511149 -0.030 -0.093 0.092
C -1.551837 1.338590 -0.351111 0.102 -0.227 0.080
C -1.639197 -0.153310 -0.376591 -0.181 0.139 -0.181
C -1.453927 -0.935240 0.669949 0.027 -0.025 0.164
H -1.902607 -0.582100 -1.338561 0.012 -0.144 -0.010
H -1.251217 1.684270 0.635809 0.011 0.104 0.008
H -0.835887 1.694020 -1.093091 0.051 0.097 -0.012
H -2.519057 1.763450 -0.600881 -0.156 0.198 -0.044
H -1.537287 -2.005560 0.604309 -0.061 -0.257 -0.076
H -1.183297 -0.532630 1.636429 0.037 0.073 0.039
```
Forces are in eV/Å.

Output
Energy above the lowest of the compared OMol25 structures with the same formula, charge and spin (eV): 1.3127
Total energy (eV): -6852.216
Kohn-Sham gap (eV): 10.618
Net charge: 0

These are the natural (NBO) partial charges, in e, on atoms 1 to 5: -0.677, 0.158, -0.636, 0.338, 0.140

ORCA calculation (the ωB97M-V functional and the def2-TZVPD basis) on C2H4AgClO4S as an isolated structure.

XYZ file:
```
13
Properties=species:S:1:pos:R:3:forces:R:3
Ag -24.028097 15.124027 12.185061 0.112 -0.270 0.118
Cl -22.839201 12.989360 13.250060 -0.154 0.289 -0.146
C -24.319186 12.642298 16.573277 0.897 0.064 -0.440
C -24.018949 11.223395 16.118062 0.078 -0.287 0.066
O -25.295074 10.591939 16.092060 -0.430 0.482 0.629
S -26.203341 11.195148 17.331276 -0.772 -0.994 -0.244
O -26.112818 10.359386 18.487459 0.232 0.798 -0.984
O -27.475321 11.536986 16.779784 0.905 -0.065 0.288
O -25.318154 12.515711 17.557215 -0.054 -0.123 0.317
H -24.682988 13.276964 15.757895 -0.192 -0.130 -0.098
H -23.412949 13.110862 16.960930 -0.275 0.032 0.418
H -23.362525 10.661610 16.786983 -0.001 0.259 0.208
H -23.545404 11.183360 15.133136 -0.346 -0.054 -0.132
```
Forces are in eV/Å.

Output
Energy above the lowest of the compared OMol25 structures with the same formula, charge and spin (eV): 0.0000
Spin multiplicity: 2
Expectation value of S²: 0.75
Total energy (eV): -37674.111
Kohn-Sham gap (alpha / beta) (eV): 6.826 / 3.767
Net charge: +1

These are the natural (NBO) partial charges, in e, on atoms 1 to 5: 0.959, 0.010, -0.093, -0.102, -0.670

| no. | strongest force on any atom (eV/Å) |
| --- | --- |
| 1 | 3.4 |
| 2 | 3.4 |
| 3 | 1.7 |
| 4 | 1.0 |
| 5 | 1.3 |